1.
{
  "formula": "C6H17NO",
  "method": "ωB97M-V with the def2-TZVPD basis set",
  "species": ["C", "C", "C", "C", "N", "C", "C", "H", "H", "H", "H", "H", "H", "H", "H", "H", "H", "H", "H", "H", "H", "H", "O", "H", "H"],
  "positions_angstrom": [[-1.49689, 2.15707, -1.39302], [-2.22877, 1.13521, -0.50729], [-1.27322, 0.25543, 0.30304], [-0.31562, -0.60634, -0.54170], [1.05128, -0.65043, -0.02548], [1.68886, -1.93838, -0.29495], [1.86750, 0.47855, -0.45818], [-1.94660, 3.13242, -1.26862], [-0.47407, 2.27875, -1.02699], [-1.38522, 1.97046, -2.46598], [-2.93712, 0.48840, -1.03506], [-2.77842, 1.71835, 0.22576], [-1.85507, -0.42212, 0.93596], [-0.68525, 0.90666, 0.95842], [-0.66226, -1.64113, -0.51183], [-0.34772, -0.25900, -1.58329], [1.35922, -2.38087, -1.24564], [1.33403, -2.68223, 0.44411], [2.76594, -1.81862, -0.24768], [2.70134, 0.60617, 0.23689], [1.26974, 1.37772, -0.39342], [2.23910, 0.36309, -1.49321], [0.60733, -0.82471, 2.84583], [-0.31760, -1.00617, 3.03719], [0.62068, -0.66132, 1.88170]],
  "forces_ev_per_a": [[0.478, 0.041, 0.067], [0.316, -0.168, 0.057], [0.206, -0.066, -0.153], [-0.157, -0.065, 0.161], [-0.021, 0.057, -0.023], [-0.850, -0.391, 0.403], [-0.030, -0.306, 0.149], [-0.233, 0.264, -0.204], [-0.021, 0.008, 0.036], [-0.353, -0.317, 0.203], [0.024, 0.300, -0.161], [-0.402, -0.089, 0.036], [0.033, 0.212, 0.137], [-0.020, -0.091, -0.001], [-0.175, 0.077, -0.236], [0.138, -0.138, -0.121], [0.430, 0.348, -0.304], [0.441, 0.389, -0.017], [0.073, -0.246, -0.009], [0.085, -0.075, -0.223], [-0.065, 0.245, -0.061], [-0.078, 0.079, 0.212], [-0.213, -0.009, -0.064], [0.030, 0.009, 0.132], [0.363, -0.068, -0.016]],
  "smiles": "CCCCN(C)C.O",
  "charge": 0,
  "multiplicity": 1,
  "lumo_energy_ev": 0.9,
  "relative_energy_kcal_mol": 17.6,
  "largest_force_ev_per_a": 1.02,
  "orbital_gap_ev": 9.768
}

---

2.
{
  "formula": "C4H10OS",
  "method": "ωB97M-V with the def2-TZVPD basis set",
  "species": ["C", "C", "O", "H", "H", "H", "H", "C", "S", "C", "H", "H", "H", "H", "H", "H"],
  "positions_angstrom": [[-1.53836, 1.88074, -2.48738], [-2.42806, 1.61418, -1.52456], [-2.80800, 2.63970, -0.67636], [-1.42707, 1.25851, -3.36639], [-1.54391, 2.93141, -2.77052], [-2.68256, 0.63095, -1.14632], [-2.89997, 2.22471, 0.19000], [0.27728, -2.03759, 1.22788], [2.03558, -1.88103, 0.77409], [2.29377, -0.15882, 1.33412], [0.29598, -2.61634, 2.15161], [-0.11663, -1.04357, 1.41260], [-0.29563, -2.60141, 0.50049], [1.84147, -0.14954, 2.32274], [1.97016, 0.51086, 0.55233], [3.34544, 0.00450, 1.57360]],
  "forces_ev_per_a": [[-2.246, 0.574, -1.246], [1.630, 0.425, 0.833], [-0.093, -0.760, -0.060], [0.454, -0.613, 0.478], [0.741, 0.155, 0.383], [-0.227, -0.172, -0.392], [-0.254, 0.386, 0.013], [0.740, -0.390, 0.622], [0.166, 0.238, -0.392], [0.603, -1.229, 0.456], [-0.436, 0.170, 0.092], [-0.264, -0.052, -0.138], [0.019, 0.204, -0.275], [-0.569, 0.752, -0.231], [-0.373, 0.459, 0.340], [0.109, -0.146, -0.482]],
  "smiles": "C=CO.CSC",
  "charge": 0,
  "multiplicity": 1,
  "lumo_energy_ev": 0.6,
  "relative_energy_kcal_mol": 41.2,
  "largest_force_ev_per_a": 2.63,
  "orbital_gap_ev": 9.046
}